Record 1
{"formula": "C5H12N2O", "method": "wB97M-V/def2-TZVPD", "elements": ["C", "C", "C", "C", "C", "H", "H", "H", "H", "H", "H", "H", "H", "H", "H", "H", "H", "N", "N", "O"], "positions_angstrom": [[-1.659, 1.382, -0.621], [-1.727, 0.114, 0.345], [-1.967, -1.143, -0.545], [0.497, -0.302, 0.930], [2.139, 1.136, -0.029], [-1.593, 2.405, -0.122], [-2.632, 1.613, -1.174], [-0.740, 1.163, -1.320], [-2.502, 0.272, 1.065], [-1.074, -1.429, -1.180], [-2.873, -1.200, -1.137], [-2.000, -2.066, 0.064], [1.184, -0.743, 1.689], [2.491, 1.240, 1.158], [1.495, 2.028, -0.404], [3.063, 0.925, -0.840], [1.449, -1.558, -1.136], [-0.704, -0.157, 1.295], [1.191, 0.044, -0.285], [2.079, -1.123, -0.526]], "e_above_lowest_kcal_mol": 122.6, "gap_ev": 10.38, "spin_multiplicity": 1, "total_energy_ha": -382.30717}

Record 2
{"formula": "C5H12N2O", "method": "wB97M-V/def2-TZVPD", "elements": ["C", "O", "C", "C", "C", "C", "N", "N", "H", "H", "H", "H", "H", "H", "H", "H", "H", "H", "H", "H"], "positions_angstrom": [[-0.415, -1.966, 1.087], [-0.324, -3.026, 0.228], [-0.587, -0.477, 0.312], [0.466, 0.515, 0.794], [0.664, 1.700, -0.165], [1.665, 1.378, -2.269], [1.819, 1.375, -1.021], [-1.881, 0.019, 0.522], [0.551, -1.903, 1.578], [-1.344, -2.041, 1.643], [-1.155, -3.191, -0.231], [-0.470, -0.643, -0.769], [1.400, -0.047, 0.828], [0.238, 0.858, 1.810], [-0.203, 1.819, -0.831], [0.945, 2.606, 0.353], [0.776, 1.699, -2.823], [2.546, 1.139, -2.860], [-2.035, 0.815, 1.140], [-2.655, -0.631, 0.675]], "total_charge": 1, "e_above_lowest_kcal_mol": 53.0, "s_squared": 0.756, "gap_ev": [9.80, 4.81], "spin_multiplicity": 2, "total_energy_ha": -382.08278}

Record 3
{"formula": "C5H12N2O2", "method": "wB97M-V/def2-TZVPD", "elements": ["C", "C", "C", "N", "N", "H", "H", "H", "H", "H", "H", "H", "H", "C", "C", "O", "O", "H", "H", "H", "H"], "positions_angstrom": [[0.774, -1.015, -2.039], [-1.834, 0.050, 0.247], [-0.388, -0.403, 0.058], [-0.201, -1.798, 0.370], [0.054, -0.047, -1.254], [-1.014, -2.216, 0.802], [0.610, -1.921, 0.970], [1.599, -1.481, -1.489], [1.131, -0.525, -2.943], [0.049, -1.788, -2.310], [-1.977, 1.061, -0.124], [-2.489, -0.622, -0.310], [-2.113, -0.015, 1.298], [0.171, 1.853, 1.419], [0.678, 0.517, 0.942], [1.170, 1.148, -0.924], [1.549, -0.099, 1.533], [2.061, 0.762, -0.862], [1.016, 2.413, 1.819], [-0.578, 1.709, 2.196], [-0.269, 2.418, 0.600]], "e_above_lowest_kcal_mol": 92.8, "gap_ev": 9.75, "spin_multiplicity": 1, "total_energy_ha": -457.60105}

Record 4
{"formula": "C5H12N2O2", "method": "wB97M-V/def2-TZVPD", "elements": ["C", "C", "C", "N", "O", "H", "H", "H", "H", "H", "H", "H", "C", "C", "N", "O", "H", "H", "H", "H", "H"], "positions_angstrom": [[0.558, -0.302, -1.898], [-0.529, -1.264, 0.160], [0.421, -0.176, -0.364], [-0.662, -0.117, -2.653], [1.710, -0.351, 0.166], [-1.354, -0.808, -2.388], [-1.053, 0.802, -2.481], [0.957, -1.295, -2.124], [1.293, 0.432, -2.240], [-0.324, -2.200, -0.360], [-1.570, -0.993, 0.006], [-0.372, -1.441, 1.220], [-0.104, 1.293, -0.038], [-0.453, 0.500, 2.742], [0.728, 0.340, 2.905], [-1.581, 0.518, 2.501], [1.660, -0.208, 1.130], [1.280, 0.276, 3.726], [-1.189, 1.325, -0.078], [0.290, 1.721, 0.879], [0.293, 1.950, -0.810]], "e_above_lowest_kcal_mol": 31.7, "gap_ev": 9.64, "spin_multiplicity": 1, "total_energy_ha": -457.69842}

Record 5
{"formula": "C5H12N2O2", "method": "wB97M-V/def2-TZVPD", "elements": ["C", "C", "C", "O", "O", "H", "H", "H", "H", "H", "H", "C", "C", "N", "N", "H", "H", "H", "H", "H", "H"], "positions_angstrom": [[1.958, 0.073, -0.080], [0.530, -2.780, -1.934], [0.623, -1.717, -0.874], [1.730, -0.989, -1.010], [-0.201, -1.544, -0.009], [3.035, 0.146, 0.049], [1.475, -0.139, 0.874], [1.558, 1.005, -0.482], [1.522, -3.066, -2.272], [-0.027, -2.380, -2.781], [-0.006, -3.640, -1.542], [-0.433, 2.645, 1.639], [-0.834, 2.127, 0.490], [-1.999, 0.436, 1.329], [-0.980, 2.030, -0.723], [-1.481, -0.365, 0.979], [-2.966, 0.409, 1.030], [-0.974, 1.109, -1.143], [-1.152, 2.824, 2.420], [-1.848, 0.579, 2.367], [0.468, 3.237, 1.673]], "e_above_lowest_kcal_mol": 70.0, "gap_ev": 8.73, "spin_multiplicity": 1, "total_energy_ha": -457.63738}

Record 6
{"formula": "C5H12N2OS", "method": "wB97M-V/def2-TZVPD", "elements": ["C", "C", "C", "C", "C", "N", "N", "O", "S", "H", "H", "H", "H", "H", "H", "H", "H", "H", "H", "H", "H"], "positions_angstrom": [[1.298, -1.479, 0.486], [2.767, -1.372, 0.093], [-0.170, -2.971, -0.783], [-1.627, 2.422, 1.208], [-0.571, 1.957, -1.056], [0.842, -2.793, -0.028], [-1.700, 1.745, -0.130], [0.638, -0.749, 1.190], [-2.431, 0.190, -0.088], [2.914, -1.938, -0.805], [3.328, -1.895, 0.875], [3.066, -0.310, 0.022], [-0.357, -3.926, -1.088], [-1.337, -0.457, 0.561], [-0.962, -2.268, -1.004], [-0.859, 1.861, 1.648], [-1.315, 3.506, 1.004], [-2.627, 2.434, 1.657], [0.428, 1.777, -0.529], [-0.761, 1.274, -1.852], [-0.563, 2.992, -1.380]], "e_above_lowest_kcal_mol": 24.5, "gap_ev": 8.86, "spin_multiplicity": 1, "total_energy_ha": -780.56406}

Record 7
{"formula": "C5H12N2S", "method": "wB97M-V/def2-TZVPD", "elements": ["C", "C", "C", "C", "C", "H", "H", "H", "H", "H", "H", "H", "H", "H", "H", "H", "H", "N", "N", "S"], "positions_angstrom": [[2.000, 1.567, -0.074], [2.422, 0.125, 0.167], [-0.610, -1.830, 0.648], [-1.023, -0.243, -1.302], [-2.560, 0.625, 0.206], [2.063, 1.863, -1.129], [0.945, 1.725, 0.220], [2.587, 2.238, 0.574], [3.461, -0.165, 0.036], [2.124, -0.178, 1.214], [0.248, -2.003, 1.325], [-0.880, -2.778, 0.180], [-1.428, -1.345, 1.147], [-0.618, -0.267, -2.324], [-1.705, 0.795, 0.891], [-3.131, 1.568, 0.146], [-3.283, -0.131, 0.521], [-0.072, -0.897, -0.393], [-2.089, 0.364, -1.127], [1.550, -1.033, -0.925]], "e_above_lowest_kcal_mol": 24.3, "gap_ev": 9.54, "spin_multiplicity": 1, "total_energy_ha": -705.35408}

Record 8
{"formula": "C5H12N2S", "method": "wB97M-V/def2-TZVPD", "elements": ["C", "C", "C", "C", "C", "H", "H", "H", "H", "H", "H", "H", "H", "H", "H", "H", "H", "N", "N", "S"], "positions_angstrom": [[-0.632, 0.953, 0.754], [-1.638, -0.129, 0.410], [-0.200, -0.500, 0.732], [0.733, -1.064, -0.312], [2.214, -0.967, 0.078], [-0.647, 2.773, -0.115], [-0.441, 1.531, -1.127], [-0.707, 1.435, 1.729], [-2.383, -0.375, 1.171], [-2.168, -1.156, -1.263], [-2.879, 0.312, -1.131], [-0.081, -0.914, 1.685], [0.499, -2.164, -0.438], [0.574, -0.588, -1.291], [2.788, -1.682, -0.478], [2.318, -1.220, 1.159], [1.861, 1.402, -0.121], [-0.169, 1.876, -0.251], [-2.022, -0.185, -0.986], [2.980, 0.661, -0.205]], "e_above_lowest_kcal_mol": 12.9, "gap_ev": 9.17, "spin_multiplicity": 1, "total_energy_ha": -705.37227}

Record 9
{"formula": "C5H12N3", "method": "wB97M-V/def2-TZVPD", "elements": ["C", "C", "C", "C", "H", "H", "H", "H", "H", "H", "N", "C", "N", "N", "H", "H", "H", "H", "H", "H"], "positions_angstrom": [[1.352, 1.014, 0.825], [1.754, 0.266, -0.281], [2.595, 0.826, -1.365], [3.035, 0.059, -2.406], [1.562, 2.059, 0.877], [1.065, 0.556, 1.803], [1.535, -0.825, -0.328], [2.807, 1.905, -1.320], [3.556, 0.489, -3.267], [2.797, -1.020, -2.435], [-2.395, -0.166, 1.972], [-2.135, -0.480, 0.675], [-3.017, -1.416, 0.164], [-1.169, 0.062, -0.010], [-1.680, 0.312, 2.472], [-3.164, -0.606, 2.434], [-2.992, -2.322, 0.689], [-4.002, -1.097, 0.140], [-0.312, 0.552, 0.341], [-1.195, -0.167, -0.979]], "total_charge": 1, "e_above_lowest_kcal_mol": 46.6, "gap_ev": 9.07, "spin_multiplicity": 1, "total_energy_ha": -361.69382}

Record 10
{"formula": "C5H12N3O2", "method": "wB97M-V/def2-TZVPD", "elements": ["C", "C", "C", "C", "C", "N", "N", "N", "O", "O", "H", "H", "H", "H", "H", "H", "H", "H", "H", "H", "H", "H"], "positions_angstrom": [[-0.528, -0.024, -0.189], [0.825, -0.293, -0.452], [2.054, 1.320, 0.938], [-1.475, -1.284, -0.113], [1.808, 0.797, -0.494], [-2.787, -0.922, 0.495], [-1.004, 1.293, -0.206], [1.384, -1.509, -0.682], [-0.320, 2.290, -0.205], [-2.280, 1.377, -0.120], [1.258, 1.916, 1.224], [2.323, 0.381, 1.637], [2.804, 2.051, 1.038], [-0.987, -1.964, 0.453], [-1.729, -1.669, -1.038], [1.664, 1.701, -1.053], [2.820, 0.259, -0.938], [-2.904, 0.522, -0.220], [-3.343, -1.782, 0.440], [-2.723, -0.639, 1.463], [2.324, -1.534, -1.034], [0.818, -2.286, -0.943]], "total_charge": 1, "e_above_lowest_kcal_mol": 99.1, "gap_ev": [8.88, 8.88], "spin_multiplicity": 1, "total_energy_ha": -512.05816}

Record 11
{"formula": "C5H12N3O4S", "method": "wB97M-V/def2-TZVPD", "elements": ["C", "C", "C", "C", "C", "N", "N", "N", "O", "O", "O", "O", "S", "H", "H", "H", "H", "H", "H", "H", "H", "H", "H", "H", "H"], "positions_angstrom": [[2.508, -1.095, 0.616], [-0.414, -1.299, -1.207], [1.619, 0.165, 0.510], [-3.157, 0.236, 0.007], [-1.876, 0.822, -0.524], [-3.849, 0.975, 1.115], [0.155, 0.054, 0.694], [-0.367, -0.062, -0.591], [1.931, -2.183, 0.666], [5.783, 0.298, -0.837], [3.808, -0.925, 0.532], [4.394, 1.737, 0.597], [4.413, 0.667, -0.415], [-0.862, -0.981, -2.191], [0.555, -1.853, -1.313], [-1.114, -2.006, -0.767], [1.864, 0.541, -0.516], [2.034, 0.886, 1.161], [-3.874, 0.075, -0.794], [-2.824, -0.672, 0.418], [-1.524, 1.476, 0.161], [-1.925, 1.219, -1.501], [-3.220, 0.845, 1.950], [-4.009, 1.961, 0.988], [-0.051, -0.878, 1.239]], "total_charge": -1, "e_above_lowest_kcal_mol": 0.0, "gap_ev": 8.32, "spin_multiplicity": 1, "total_energy_ha": -1061.10387}

Record 12
{"formula": "C5H12N3OPd", "method": "wB97M-V/def2-TZVPD", "elements": ["Pd", "N", "C", "C", "C", "C", "N", "H", "H", "H", "H", "H", "H", "H", "H", "H", "H", "H", "H", "N", "C", "O"], "positions_angstrom": [[1.732, -0.583, 0.657], [0.230, -1.573, -0.704], [-0.701, -0.855, -1.580], [-1.487, 0.232, -0.848], [-0.639, 1.465, -0.489], [-0.584, 1.824, 1.000], [-0.225, 0.685, 1.821], [0.813, -2.211, -1.237], [-0.275, -2.139, -0.031], [-1.398, -1.550, -2.067], [-0.111, -0.385, -2.370], [-1.948, -0.202, 0.045], [-2.313, 0.528, -1.502], [-0.999, 2.340, -1.042], [0.390, 1.287, -0.812], [-1.532, 2.276, 1.323], [0.188, 2.586, 1.123], [-0.989, 0.217, 2.279], [0.615, 0.782, 2.395], [3.621, -3.031, -0.021], [2.965, -2.099, 0.194], [2.648, 0.403, 1.868]], "total_charge": -1, "e_above_lowest_kcal_mol": 45.0, "gap_ev": 5.91, "spin_multiplicity": 1, "total_energy_ha": -565.05741}